{
  "formula": "F6H22O11P",
  "method": "ωB97M-V/def2-TZVPD",
  "species": ["P", "F", "F", "F", "F", "F", "F", "O", "H", "H", "O", "H", "H", "O", "H", "H", "O", "H", "H", "O", "H", "H", "O", "H", "H", "O", "H", "H", "O", "H", "H", "O", "H", "H", "O", "H", "H", "O", "H", "H"],
  "coordinates": [[1.14611, -4.13643, 15.90073], [-0.06820, -5.02377, 16.54371], [1.09913, -3.21087, 17.23545], [2.10281, -5.19313, 16.64361], [2.41691, -3.25512, 15.38177], [1.08165, -4.98163, 14.51916], [0.08197, -3.04298, 15.29342], [-2.56143, -5.58006, 17.83401], [-1.78744, -5.42051, 17.27197], [-2.49680, -6.50818, 18.07725], [2.24394, -1.80245, 19.89020], [2.40204, -2.39844, 19.14449], [2.08726, -2.38483, 20.63972], [0.97447, -2.58267, 12.11884], [1.02416, -3.55562, 12.05214], [0.36325, -2.33405, 11.41476], [1.25836, -7.83664, 15.58729], [1.17950, -6.88237, 15.44742], [0.35364, -8.16270, 15.54262], [0.95473, -5.43498, 11.88956], [0.32665, -6.16344, 11.91296], [1.17627, -5.28223, 12.83014], [1.43993, -0.48016, 16.08123], [2.03230, -0.27394, 15.35076], [1.23972, -1.42273, 15.97307], [-2.71364, -1.63901, 16.33050], [-2.44952, -1.91394, 17.21552], [-1.96875, -1.11906, 16.00805], [1.21365, -6.67025, 19.10524], [2.13001, -6.54500, 19.36750], [1.21573, -6.52443, 18.15027], [-2.02172, -4.06408, 13.85155], [-1.80434, -4.42413, 12.98623], [-1.16505, -3.84992, 14.25615], [0.27256, -0.11443, 13.25565], [0.36236, -0.92325, 12.71898], [0.63027, -0.36046, 14.11691], [4.60256, -2.93617, 17.14724], [5.04783, -3.73683, 17.44111], [4.02215, -3.22799, 16.42613]],
  "e_homo_ev": -8.223,
  "charge": -1,
  "gap_ev": 10.65,
  "e_above_lowest_kcal_mol": 26.60,
  "e_tot_ev": -48483.066
}



{
  "formula": "F6H26O13P",
  "method": "ωB97M-V/def2-TZVPD",
  "species": ["P", "F", "F", "F", "F", "F", "F", "O", "H", "H", "O", "H", "H", "O", "H", "H", "O", "H", "H", "O", "H", "H", "O", "H", "H", "O", "H", "H", "O", "H", "H", "O", "H", "H", "O", "H", "H", "O", "H", "H", "O", "H", "H", "O", "H", "H"],
  "coordinates": [[5.77169, -2.94411, 5.53076], [5.22752, -3.75068, 6.84122], [7.23173, -3.43199, 6.04808], [5.53192, -4.22485, 4.63540], [6.44126, -2.15169, 4.20169], [4.22083, -2.57181, 5.24869], [6.02026, -1.51408, 6.34420], [5.65471, 0.53465, 4.57883], [6.52353, 0.82673, 4.30302], [5.77649, -0.38257, 4.82400], [6.51836, -1.85000, 9.10234], [6.59736, -1.61629, 8.17747], [6.76390, -1.05348, 9.57297], [6.80018, -4.82088, 9.12305], [6.67481, -3.87598, 9.21067], [7.75026, -4.93677, 9.11064], [1.06748, -3.00148, 4.95303], [0.30250, -2.69757, 5.44158], [1.62040, -3.42309, 5.61088], [3.98758, -0.01990, 2.33908], [4.54633, -0.12067, 3.10972], [4.23412, 0.82962, 1.97333], [7.75859, -6.44735, 5.89052], [7.47107, -5.62470, 6.28652], [7.72883, -6.28326, 4.94796], [4.23801, -5.49118, 2.34435], [3.77995, -6.00320, 1.67783], [5.16300, -5.56382, 2.10911], [1.88753, -0.42972, 4.04617], [2.63128, -0.34042, 3.45027], [1.96988, -1.31456, 4.40185], [6.83784, -3.80101, 2.14579], [6.55136, -3.70212, 3.05374], [6.84622, -4.74676, 1.99843], [2.46464, -3.70780, 7.35073], [2.32688, -3.06839, 8.04959], [3.37028, -3.56906, 7.07361], [8.90115, -1.64011, 7.40020], [9.66893, -2.09504, 7.74630], [8.51607, -2.25790, 6.77868], [3.80491, -6.23057, 4.86118], [3.77650, -5.97441, 3.93933], [4.41745, -5.61431, 5.26273], [8.27905, 0.99227, 6.76581], [8.27371, 0.06988, 7.02155], [9.20637, 1.22771, 6.73610]],
  "e_homo_ev": -7.061,
  "charge": -1,
  "gap_ev": 9.40,
  "e_above_lowest_kcal_mol": 30.79,
  "e_tot_ev": -52643.027
}



{
  "formula": "F6InP",
  "method": "ωB97M-V/def2-TZVPD",
  "species": ["In", "P", "F", "F", "F", "F", "F", "F"],
  "coordinates": [[-2.78525, -1.75777, -1.10846], [0.42934, 0.22245, 0.15045], [0.64999, -1.25088, -0.33988], [-0.34727, -0.25827, 1.46729], [1.76030, 0.24197, 1.01221], [0.10697, 1.75018, 0.55934], [1.20405, 0.80749, -1.09665], [-1.01813, 0.24483, -0.64430]],
  "e_homo_ev": -22.220,
  "charge": 2,
  "gap_ev": 3.57,
  "e_above_lowest_kcal_mol": 40.73,
  "e_tot_ev": -30741.882
}



{
  "formula": "F6Li3N3O12S6",
  "method": "ωB97M-V/def2-TZVPD",
  "species": ["Li", "Li", "Li", "N", "S", "O", "O", "F", "S", "O", "O", "F", "N", "S", "O", "O", "F", "S", "O", "O", "F", "N", "S", "O", "O", "F", "S", "O", "O", "F"],
  "coordinates": [[-0.77637, 1.62598, 3.47377], [-0.83622, -2.98916, -1.30944], [-0.07894, -0.09945, 0.10407], [1.87956, -2.25162, -0.25888], [3.30482, -1.99774, -1.30768], [3.72814, -3.15618, -2.10326], [4.27268, -0.94222, -0.93765], [2.51750, -1.07967, -2.32411], [2.76688, -3.01356, 0.73690], [3.60380, -2.35717, 1.75085], [3.12233, -4.37814, 0.34292], [1.52683, -3.28965, 1.74124], [-2.83033, -0.97334, -0.65132], [-4.00366, -0.22781, -1.66080], [-4.40586, 1.12212, -1.37706], [-4.94250, -1.13676, -2.26249], [-3.08296, -0.04327, -2.92318], [-3.81764, -0.94066, 0.56249], [-5.07369, -1.69395, 0.48940], [-3.69680, 0.19781, 1.46511], [-2.92922, -2.03818, 1.35684], [0.73454, 2.41382, 1.10886], [0.02657, 3.53901, -0.00045], [-0.36119, 2.87110, -1.28194], [0.43001, 4.97665, 0.00685], [-1.41983, 3.53417, 0.69355], [2.12283, 3.12478, 1.05461], [2.43859, 4.15058, 2.06790], [2.83886, 3.20927, -0.23978], [2.94127, 1.84324, 1.68265]],
  "e_homo_ev": -10.960,
  "charge": 0,
  "gap_ev": 7.60,
  "e_above_lowest_kcal_mol": 244.55,
  "e_tot_ev": -110964.258
}



{
  "formula": "F6PRb",
  "method": "ωB97M-V/def2-TZVPD",
  "species": ["Rb", "P", "F", "F", "F", "F", "F", "F"],
  "coordinates": [[-1.17419, 0.41937, -2.97956], [0.15888, -0.06642, 0.45065], [-0.66261, -1.10475, -0.48309], [0.92311, 0.46890, -0.92266], [-1.03933, 1.02245, 0.25716], [0.98544, 1.02865, 1.28909], [-0.55232, -0.62797, 1.76529], [1.36102, -1.14022, 0.62312]],
  "e_homo_ev": -11.846,
  "charge": 0,
  "gap_ev": 10.61,
  "e_above_lowest_kcal_mol": 0.00,
  "e_tot_ev": -26256.134
}



{
  "formula": "F8Li3N4O16S8",
  "method": "ωB97M-V/def2-TZVPD",
  "species": ["Li", "Li", "Li", "N", "S", "O", "O", "F", "S", "O", "O", "F", "N", "S", "O", "O", "F", "S", "O", "O", "F", "N", "S", "O", "O", "F", "S", "O", "O", "F", "N", "S", "O", "O", "F", "S", "O", "O", "F"],
  "coordinates": [[2.36055, -5.13490, 23.73695], [4.49594, -4.21259, 22.99757], [6.14989, -4.82379, 20.68939], [4.17520, -5.99210, 23.78190], [4.88556, -6.64369, 25.25294], [6.30333, -6.94570, 25.21987], [4.07917, -7.20131, 26.30291], [5.09728, -5.13212, 25.80938], [4.55868, -7.36904, 23.09506], [4.10796, -8.65094, 23.66289], [5.74276, -7.35734, 22.19781], [3.29000, -7.16162, 22.04436], [2.96256, -3.30846, 23.75936], [2.35649, -2.01489, 22.80853], [2.95561, -0.65466, 22.83232], [0.94891, -2.25773, 22.67198], [2.90049, -2.49604, 21.36439], [2.84742, -2.41184, 24.99579], [1.50656, -2.02434, 25.39913], [3.93050, -1.53559, 25.25544], [2.96176, -3.59959, 26.08095], [6.10356, -3.59845, 22.17272], [7.45183, -3.86215, 23.19547], [7.21433, -3.87049, 24.58483], [8.80733, -3.61798, 22.74037], [7.34663, -5.39772, 22.74051], [6.52722, -2.11507, 22.18763], [7.57733, -1.57813, 21.34639], [6.21057, -1.36846, 23.42147], [5.33651, -1.85268, 21.15919], [3.84918, -5.10112, 18.24796], [3.04765, -4.92148, 19.48331], [1.84884, -4.08474, 19.52126], [3.89669, -5.16755, 20.70596], [2.31218, -6.34137, 19.18306], [3.71652, -3.52987, 17.57901], [3.98899, -2.42406, 18.48178], [2.73045, -3.41359, 16.56627], [5.14409, -3.70860, 16.72289]],
  "e_homo_ev": [-11.491, -11.491],
  "charge": 0,
  "s2": 0.758,
  "gap_ev": [9.41, 3.62],
  "e_above_lowest_kcal_mol": 72.58,
  "e_tot_ev": -147746.593,
  "spin_multiplicity": 2
}



{
  "formula": "FFeH12O6",
  "method": "ωB97M-V/def2-TZVPD",
  "species": ["Fe", "F", "O", "H", "H", "O", "H", "H", "O", "H", "H", "O", "H", "H", "O", "H", "H", "O", "H", "H"],
  "coordinates": [[-0.31016, -0.12517, -0.04906], [-0.22581, -0.49811, 2.01220], [-0.12882, 0.23572, -2.12378], [-0.70645, 0.37803, -2.87367], [0.72559, 0.55399, -2.41518], [-2.05240, 0.94940, -0.16238], [-1.97803, 1.72101, 0.39916], [-2.96137, 0.95754, -0.46227], [0.87418, 1.62436, 0.13193], [1.43292, 1.97372, -0.56232], [1.35292, 1.80756, 0.94030], [1.72585, 1.08485, 2.82217], [1.82545, 0.87770, 3.75136], [1.09486, 0.44160, 2.49919], [-1.56011, -1.89120, -0.63777], [-1.14340, -2.74876, -0.55300], [-2.47352, -2.08775, -0.84584], [1.20289, -1.50650, -0.57280], [1.80189, -1.84547, 0.09243], [1.50360, -1.90255, -1.39069]],
  "e_homo_ev": [-17.617, -17.608],
  "charge": 2,
  "s2": 8.757,
  "gap_ev": [9.98, 5.81],
  "e_above_lowest_kcal_mol": 0.00,
  "e_tot_ev": -49568.116,
  "spin_multiplicity": 6
}



{
  "formula": "FGaH5NOPTb",
  "method": "ωB97M-V/def2-TZVPD",
  "species": ["N", "P", "O", "Ga", "F", "H", "H", "H", "H", "H", "Tb"],
  "coordinates": [[-1.28902, -1.15017, 0.09657], [0.33066, -0.51927, 0.11814], [1.02902, -0.65824, -1.39795], [0.25958, 1.81812, 0.63939], [1.53335, 1.98605, 1.83639], [-1.82764, -0.71359, -0.64986], [-1.21811, -2.13799, -0.12986], [0.31313, -0.64237, -2.05637], [-1.18291, 2.31732, 1.20618], [0.59285, 2.69678, -0.70349], [1.45910, -2.99665, 1.04086]],
  "e_homo_ev": [-16.958, -16.768],
  "charge": 2,
  "s2": 12.340,
  "gap_ev": [8.44, 5.36],
  "e_above_lowest_kcal_mol": 27.80,
  "e_tot_ev": -90412.339,
  "spin_multiplicity": 7
}



Looking at largest force on an atom for the records above, in order, we have 3.2 1.9 1.5 10.1 2.0 12.6 4.3 1.8 eV/Å.